(1)
H4N3OPS | ωB97M-V/def2-TZVPD

E_HOMO (spin up / spin down)	-8.177 / -8.185	eV
HOMO-LUMO gap (spin up / spin down)	6.54 / 6.55	eV

Geometry (Å):
S 2.31134 1.12945 -0.14937
P 0.96342 -1.01733 -0.08320
O 1.14926 -2.45290 -0.00537
N -1.56635 0.24491 -0.19070
N 1.97559 -0.15520 -1.20748
N 1.89579 -0.03272 1.01997
H -2.02078 -0.47064 -0.75505
H -1.81757 0.05058 0.77708
H 1.58251 0.28017 1.92993
H 1.75480 0.05411 -2.17118

Population analysis type Löwdin, resulting atomic charges in e: 0.762, 0.614, -0.342, -0.044, -0.463, -0.464, -0.081, -0.083, 0.049, 0.052

(2)
H4N5 | ωB97M-V/def2-TZVPD

net charge	+1
SMILES string	N/N=N/N=[NH2+]
E_HOMO	-14.807	eV
HOMO-LUMO gap	9.67	eV

Geometry (Å):
N 1.02121 -0.69573 -0.43922
N -0.68410 1.90089 0.93343
N 0.78440 -1.83510 -0.99063
N 0.05382 1.47453 -0.04108
N 0.29585 0.28501 -0.31073
H -0.11707 -2.02917 -1.45895
H -1.08097 1.21791 1.62854
H 1.53615 -2.49631 -1.29614
H -0.83202 3.01770 1.05892

Population analysis type Löwdin, resulting atomic charges in e: 0.022, 0.095, 0.114, 0.022, 0.047, 0.147, 0.156, 0.169, 0.228

(3)
H4N5 | ωB97M-V/def2-TZVPD

net charge	+1
SMILES string	N#[N+]N(N)N
E_HOMO	-16.502	eV
HOMO-LUMO gap	10.00	eV

Geometry (Å):
N -0.54078 1.39495 0.04500
N 1.29935 0.07255 -0.18851
N 0.11282 0.25803 -0.35590
N 2.28566 -0.41460 0.02825
N -0.53550 -1.14649 0.00304
H -0.68304 1.47944 1.04596
H -1.28543 1.73999 -0.51624
H -0.64224 -1.81376 -0.75140
H -0.01083 -1.57011 0.68980

Population analysis type Löwdin, resulting atomic charges in e: 0.147, -0.007, -0.144, 0.411, 0.193, 0.127, 0.117, 0.106, 0.050

(4)
H4N5 | ωB97M-V/def2-TZVPD

net charge	+1
E_HOMO (spin up / spin down)	-14.459 / -14.460	eV
HOMO-LUMO gap (spin up / spin down)	8.16 / 8.16	eV

Geometry (Å):
N 0.45368 1.75593 0.69026
N 0.13102 -2.67957 -0.34975
N -0.13119 -1.59298 -0.67794
N -0.57472 1.09970 0.50719
N -0.17866 -0.49909 -0.95184
H 1.05835 1.47659 1.47189
H -0.34973 -3.53728 -0.54976
H 0.77859 2.53401 0.10471
H -1.18733 1.44270 -0.24476

Population analysis type Löwdin, resulting atomic charges in e: 0.145, 0.190, -0.250, 0.146, 0.168, 0.175, 0.122, 0.178, 0.125

(5)
H4NO2P2 | ωB97M-V/def2-TZVPD

net charge	-1
SMILES string	N[P@](=O)([O-])P
E_HOMO	-4.530	eV
HOMO-LUMO gap	8.95	eV

Geometry (Å):
P -0.22601 -0.66880 -1.58433
P 0.64841 -0.83236 0.46738
O -0.32939 -1.29101 1.50171
O 1.97964 -1.47414 0.36645
N 0.69256 1.09898 0.72261
H 0.76168 -1.24711 -2.41365
H 1.05700 0.98538 1.66525
H 0.24797 0.70095 -1.75674
H 1.50930 1.33948 0.08323

Population analysis type Löwdin, resulting atomic charges in e: 0.535, 0.048, -0.478, -0.476, -0.200, -0.204, -0.040, -0.177, -0.009

(6)
H4NO2PS | ωB97M-V/def2-TZVPD

E_HOMO	-9.721	eV
HOMO-LUMO gap	9.92	eV

Geometry (Å):
S -2.34937 0.33025 -0.39445
P -0.51683 -0.05822 0.06160
O -0.09921 -0.71557 1.42416
O 0.69455 1.74200 0.49975
N 0.30510 -0.92172 -1.01952
H -0.10071 -0.95483 -1.88459
H -0.00260 2.34973 0.52535
H 0.77818 -0.80998 1.71147
H 1.29088 -0.96166 -0.92377

Population analysis type Löwdin, resulting atomic charges in e: 0.275, 0.236, -0.186, -0.312, -0.078, 0.020, -0.083, 0.058, 0.069

(7)
H4NO2PS | ωB97M-V/def2-TZVPD

multiplicity	3
E_HOMO (spin up / spin down)	-6.065 / -10.093	eV
HOMO-LUMO gap (spin up / spin down)	6.16 / 6.24	eV

Geometry (Å):
S 2.09430 0.90264 0.75071
P 0.87288 -0.38540 -0.19497
O 0.49477 -0.02323 -1.65657
O -1.49051 1.36097 1.00696
N 0.27339 -1.79731 0.09082
H 0.06873 -0.74945 -2.00267
H -0.69027 1.30593 0.51004
H 0.55899 -2.13873 1.09992
H -2.18228 1.52459 0.39577

Population analysis type Löwdin, resulting atomic charges in e: 0.400, 0.150, -0.222, -0.070, -0.239, 0.015, -0.089, 0.041, 0.014

(8)
H4NO2SSi | ωB97M-V/def2-TZVPD

net charge	-1
SMILES string	N[SiH2]OS[O-]
E_HOMO	-2.467	eV
HOMO-LUMO gap	6.36	eV

Geometry (Å):
S -0.44073 1.64354 -1.94754
Si 0.92790 -0.22203 0.29573
O -1.94991 1.65337 -1.44482
O 0.37017 0.06689 -1.20550
N -0.38392 -0.99580 1.15408
H -0.78857 -1.39140 0.34344
H -1.03917 -0.30573 1.45578
H 1.39378 0.94705 1.19188
H 1.91046 -1.39589 0.15695

Population analysis type Löwdin, resulting atomic charges in e: 0.580, 0.246, -0.834, -0.723, -0.143, -0.025, -0.009, -0.044, -0.048

(9)
H4NPS | ωB97M-V/def2-TZVPD

SMILES string	NPS
E_HOMO	-8.651	eV
HOMO-LUMO gap	9.42	eV

Geometry (Å):
S -0.36000 0.01882 1.92786
P -0.36119 0.92380 0.03015
N 0.48205 -0.43186 -0.69043
H 0.85466 1.70771 -0.00022
H 0.73087 -0.29779 -1.68230
H -0.23364 -1.11542 -0.74569
H -1.11275 -0.80526 1.16064

Population analysis type Löwdin, resulting atomic charges in e: 0.300, 0.385, -0.366, -0.096, 0.030, -0.036, -0.217

(10)
H4NPSi | ωB97M-V/def2-TZVPD

E_HOMO (spin up / spin down)	-9.032 / -9.069	eV
HOMO-LUMO gap (spin up / spin down)	7.34 / 7.33	eV

Geometry (Å):
P -2.81575 -0.71057 -0.18172
Si 1.12754 -0.20173 0.49290
N 1.16562 0.72492 -0.80916
H 0.29350 1.18070 -1.09470
H -1.91844 0.28627 -0.57849
H 0.04458 -0.12614 1.59583
H 2.10295 -1.15346 0.57534

Population analysis type Löwdin, resulting atomic charges in e: 0.431, 0.540, -0.268, -0.082, -0.388, -0.096, -0.138

(11)
H4NS | ωB97M-V/def2-TZVPD

net charge	-1
E_HOMO	-2.578	eV
HOMO-LUMO gap	7.18	eV

Geometry (Å):
S -1.84467 0.35145 -1.67724
N 1.19513 -0.38822 0.47368
H -1.48390 1.20737 -0.64545
H 0.84454 -0.12490 1.43482
H 0.77744 -1.32291 0.42732
H 0.51146 0.27721 -0.01313

Population analysis type Löwdin, resulting atomic charges in e: -0.421, -0.054, -0.470, -0.001, -0.015, -0.040

(12)
H4NS | ωB97M-V/def2-TZVPD

net charge	-2
multiplicity	2
E_HOMO (spin up / spin down)	4.770 / 0.543	eV
HOMO-LUMO gap (spin up / spin down)	2.64 / 6.81	eV

Geometry (Å):
S -1.01684 -1.95453 0.70199
N 0.42338 1.66037 -0.53593
H 0.47728 0.91507 -1.25236
H -0.39257 1.25379 -0.03480
H -0.60642 -3.18942 0.96472
H 1.11516 1.31472 0.15637

Population analysis type Löwdin, resulting atomic charges in e: -0.659, -0.419, -0.121, -0.095, -0.571, -0.136

(13)
H4O14S3Zn | ωB97M-V/def2-TZVPD

net charge	-4
E_HOMO	5.002	eV
HOMO-LUMO gap	3.89	eV

Geometry (Å):
Zn 14.23579 8.00635 -10.31018
S 11.77864 7.50862 -9.44710
S 17.24217 6.82591 -9.22030
S 15.13990 10.36449 -9.67030
O 14.87998 9.73018 -10.99864
O 18.28060 7.62294 -9.90149
O 17.27878 7.01073 -7.76973
O 14.18479 7.06048 -12.15373
O 14.45258 9.39108 -8.79490
O 10.82012 6.50153 -9.97229
O 11.26065 8.16213 -8.24289
O 15.85936 7.14411 -9.70040
O 12.21589 8.47254 -10.50622
O 13.09248 6.89352 -9.17591
O 16.56748 10.30494 -9.36067
O 11.68061 10.94694 -11.23126
O 17.53142 5.40109 -9.54338
O 14.54473 11.70836 -9.54981
H 13.44869 6.43342 -12.16126
H 11.92369 9.99607 -10.99285
H 11.16857 11.24731 -10.47830
H 14.86207 6.67349 -12.71679

Population analysis type Löwdin, resulting atomic charges in e: 0.509, 0.268, 0.188, 0.220, -0.420, -0.465, -0.446, -0.011, -0.394, -0.463, -0.400, -0.410, -0.419, -0.377, -0.396, -0.142, -0.526, -0.448, 0.070, -0.007, -0.005, 0.070

(14)
H4O2 | ωB97M-V/def2-TZVPD

SMILES string	O.O
E_HOMO	-10.866	eV
HOMO-LUMO gap	11.41	eV

Geometry (Å):
O 1.50718 -0.06632 -0.09108
O -1.32967 -0.03182 0.07012
H 0.51917 -0.13048 -0.05465
H -2.25367 -0.37545 -0.01068
H -1.40920 0.81155 -0.46182
H 1.72355 0.47950 0.69483

Population analysis type Löwdin, resulting atomic charges in e: -0.099, -0.089, -0.010, 0.072, 0.083, 0.042

(15)
H4O2 | ωB97M-V/def2-TZVPD

SMILES string	O.O
E_HOMO	-11.307	eV
HOMO-LUMO gap	12.09	eV

Geometry (Å):
O 1.21605 -0.35435 -1.19969
O -1.86053 0.66661 1.24134
H 1.80241 -1.08956 -1.02116
H -1.57421 0.22708 2.04200
H 1.77672 0.30664 -1.60585
H -1.36042 0.24359 0.54337

Population analysis type Löwdin, resulting atomic charges in e: -0.051, -0.054, 0.029, 0.027, 0.031, 0.019